Entry 1:
Below is a molecular structure, C16H31F3O3P2RuS in a non-equilibrium geometry, with properties calculated with the ωB97M-V functional and the def2-TZVPD basis.

## Properties
* HOMO (spin up / spin down): -14.5 / -15.5 eV
* spin multiplicity: 5
* gap between HOMO and LUMO (spin up / spin down): 0.266 / 0.259 hartree
* E_tot: -63362.65612 eV
* charge: +2
* <S²>: 6.0164

Geometry (Å):
Ru: 0.6551 -0.1918 -1.8634
S: 1.2153 1.5731 4.2688
P: -0.7269 -1.9725 1.0381
P: -0.7360 1.6344 1.9347
F: 1.1388 -0.2941 6.1848
F: 2.9337 0.9568 6.2282
F: 1.0194 1.7717 6.9076
O: 1.6152 2.9560 4.3892
O: 1.9715 0.7296 3.3454
O: -0.2762 1.3570 4.1578
C: 1.8937 0.6976 -4.0790
C: -1.2800 0.4554 -3.8216
C: 0.0341 -1.6365 -3.1118
C: 0.3756 2.9966 1.3610
C: -1.6819 -0.6121 0.2381
C: -0.7588 -0.9638 -4.2055
C: 1.4532 -1.5753 -2.9432
C: -0.4238 -1.4655 2.7279
C: -1.6413 -3.5298 0.7364
C: 1.0441 1.3320 -3.0159
C: 0.8827 -2.2664 0.2302
C: 1.6006 0.9526 5.9940
C: 2.3587 -0.7604 -3.8079
C: -1.1664 0.8313 0.2256
C: -2.3339 2.3302 2.4059
C: -0.3737 1.1658 -2.8381
H: -0.2020 0.8407 -0.3758
H: -1.6382 -1.6039 -4.3836
H: 2.8342 1.2926 -4.0708
H: 2.5371 -1.2770 -4.7546
H: -2.2025 2.7438 3.4063
H: -0.6373 -2.3560 3.3418
H: -2.7232 -3.3511 0.6768
H: 1.4296 2.2936 -2.6149
H: -0.8811 1.9166 -2.1918
H: -0.4450 -2.5199 -2.6883
H: -1.4085 -4.1297 1.6208
H: -3.0584 1.5037 2.4314
H: 0.6055 -1.1166 2.9161
H: 1.4195 2.6563 1.4076
H: 1.4770 0.7694 -5.0990
H: -1.3206 -4.0809 -0.1679
H: 0.8531 -3.0348 -0.5430
H: -1.7802 -0.9621 -0.8137
H: -2.6985 -0.6346 0.6265
H: 0.1529 3.3171 0.3333
H: -1.0735 -0.6207 3.0247
H: -2.2806 0.3462 -3.3643
H: -2.6281 3.0952 1.6769
H: 1.9105 -2.3637 -2.3464
H: 1.2764 -1.3270 -0.2502
H: -1.4469 1.0685 -4.7347
H: 3.3498 -0.7457 -3.3210
H: -0.2068 -0.9421 -5.1656
H: 1.6360 -2.5913 0.9664
H: 0.2644 3.8462 2.0420
H: -1.9072 1.4955 -0.2724

Taken from the Mulliken analysis, the atomic charges in e are: -0.17 1.13 1.33 0.90 -0.21 -0.19 -0.20 -0.56 -0.63 -0.58 -0.94 -0.99 0.28 -1.33 -1.24 -0.88 -1.04 -1.41 -1.33 -0.42 -1.21 0.52 -0.84 -0.11 -1.33 -0.29 -0.25 0.41 0.37 0.35 0.45 0.58 0.43 0.53 0.86 0.54 0.47 0.34 0.36 0.39 0.34 0.43 0.50 0.40 0.64 0.46 0.40 0.38 0.43 0.68 0.33 0.38 0.43 0.29 0.50 0.51 0.79



Entry 2:
Below is 2 unconnected molecules or ions with the total composition CH3NOS in a non-equilibrium geometry, with properties calculated with the ωB97M-V functional and the def2-TZVPD basis.

## Properties
* HOMO: -9.2 eV
* structure (SMILES): O=S1#CN1.[H][H]
* gap between HOMO and LUMO: 0.334 hartree
* energy relative to the best compared isomer or geometry (same formula, charge and spin): 127.4 kcal/mol
* E_tot: -15453.28290 eV
* charge: 0

Geometry (Å):
S: 0.9711 1.3353 0.5520
O: 1.8200 0.2627 0.9856
N: -0.8975 0.9802 0.3538
C: -0.1717 0.6243 -0.6817
H: -1.6098 0.4242 0.6658
H: -0.0109 -2.1638 -1.0602
H: -0.1012 -1.4629 -0.8153

Taken from the Mulliken analysis, the atomic charges in e are: 0.45 -0.43 -0.19 -0.12 0.26 0.19 -0.16



Entry 3:
Below is a molecular structure, C6H24KO9 in a non-equilibrium geometry, with properties calculated with the ωB97M-V functional and the def2-TZVPD basis.

## Properties
* HOMO: -12.3 eV
* gap between HOMO and LUMO: 0.342 hartree
* energy relative to the best compared isomer or geometry (same formula, charge and spin): 1.1 kcal/mol
* E_tot: -41357.29597 eV
* charge: +1

Geometry (Å):
K: 0.9289 -0.9814 1.3549
O: -3.5871 1.6586 0.4799
O: 2.9399 0.6826 1.3489
O: 2.4809 -1.1764 -1.0351
O: 1.1939 -0.4824 4.2849
O: 2.8409 -2.5774 2.0189
O: -0.7241 0.6866 2.4159
O: 0.6819 1.0106 -1.1821
O: -2.8631 -0.2984 -3.6881
O: -1.1901 -0.9394 -0.6751
C: -2.8451 0.9576 1.4849
C: 1.4899 0.5906 -2.3221
C: 1.9529 -0.8804 -2.2791
C: -1.5121 1.5256 1.6748
C: -2.2531 -0.9314 -1.5821
C: -1.7801 -0.2154 -2.7942
H: 1.0999 1.6906 -0.6161
H: -2.6381 0.0116 1.1399
H: 2.4269 1.0606 -2.3011
H: -1.0401 1.6596 0.6518
H: -2.6691 -1.9134 -1.9091
H: 2.2449 -3.2954 1.7529
H: -0.9611 0.6026 3.3908
H: 3.4429 -1.0824 -1.0891
H: 1.9829 -0.8534 4.6969
H: 3.1869 1.5046 0.9789
H: -3.4371 0.9756 2.4469
H: 0.9299 0.8546 -3.1381
H: 2.6089 -1.0404 -3.1312
H: 1.1159 -1.5844 -2.5451
H: -3.4541 2.6316 0.4769
H: -1.6281 2.4896 2.0489
H: -1.4161 0.7986 -2.6801
H: -0.9571 -0.7424 -3.3232
H: -0.5941 -0.1764 -0.7951
H: 3.4129 0.6866 2.1588
H: 1.1799 0.1876 4.9988
H: 3.3939 -2.9034 2.7349
H: -2.8351 0.4056 -4.3271
H: -3.1491 -0.5994 -1.1251

Taken from the Mulliken analysis, the atomic charges in e are: 0.92 -0.51 -0.41 -0.38 -0.50 -0.54 -0.38 -0.47 -0.54 -0.33 -0.35 -0.72 -0.49 -0.49 -0.40 -0.21 0.24 0.30 0.50 0.12 0.36 0.33 0.27 0.28 0.24 0.22 0.32 0.43 0.45 0.19 0.30 0.48 0.34 0.00 0.09 0.21 0.29 0.25 0.31 0.28



Entry 4:
Below is 8 unconnected molecules or ions with the total composition C8H24N8O16 in a non-equilibrium geometry, with properties calculated with the ωB97M-V functional and the def2-TZVPD basis.

## Properties
* HOMO: -10.6 eV
* structure (SMILES): C[N+](=O)[O-].C[N+](=O)[O-].C[N+](=O)[O-].C[N+](=O)[O-].C[N+](=O)[O-].C[N+](=O)[O-].C[N+](=O)[O-].C[N+](=O)[O-]
* gap between HOMO and LUMO: 0.349 hartree
* energy relative to the best compared isomer or geometry (same formula, charge and spin): 27.0 kcal/mol
* E_tot: -53342.48911 eV
* charge: 0

Geometry (Å):
O: 4.4967 3.6606 -2.4810
O: 0.5055 1.9335 -3.7312
O: 3.6886 1.4318 3.9474
O: -2.1722 -4.0240 2.9484
O: -3.6872 -1.5528 4.5577
O: 3.5766 2.7290 -0.7368
O: 1.1157 -1.3449 0.7683
O: -5.8704 -2.4643 -0.2524
O: -2.3973 -1.3487 6.2007
O: -0.0913 3.2820 -2.1086
O: -2.0095 0.9589 -5.4619
O: -3.8498 -3.3808 0.0844
O: -3.5217 -0.6469 -5.4181
O: 1.8640 0.8005 3.0913
O: -0.8918 -0.4861 1.2682
O: -1.7304 -5.8888 1.9318
N: -2.3821 -0.2013 -5.2726
N: 4.2437 3.6308 -1.2899
N: 3.0801 0.8029 3.1368
N: 0.5591 2.9867 -3.1191
N: -1.6967 -4.6547 2.0325
N: -4.6992 -2.4585 0.1650
N: 0.1911 -0.5375 0.5915
N: -2.5876 -1.4292 5.0254
C: 0.4090 0.5261 -0.4123
C: -1.3265 -1.1660 -4.7976
C: 1.4878 3.9355 -3.6579
C: -4.2414 -1.3049 0.9309
C: -1.4455 -1.1862 4.0925
C: -1.0061 -3.8642 0.8810
C: 3.8070 -0.1007 2.2749
C: 4.9130 4.6560 -0.4654
H: -3.2493 -0.9867 0.6105
H: -1.1087 -4.4586 -0.0269
H: 1.4610 0.7588 -0.5771
H: 0.0750 -3.8687 1.0200
H: -1.1356 -0.7913 -3.7919
H: 1.0233 4.6860 -4.2975
H: 5.8887 4.9250 -0.8702
H: -4.2666 -1.6923 1.9494
H: 5.0749 4.0610 0.4334
H: 3.5227 0.2523 1.2836
H: -1.4339 -2.8617 0.8800
H: -1.7078 -2.1789 -4.6685
H: 3.3581 -1.0593 2.5353
H: -0.0876 1.4103 -0.0126
H: -0.6091 -1.7502 4.5054
H: 1.9969 4.4552 -2.8462
H: 2.1911 3.3884 -4.2858
H: -1.2721 -0.1113 4.1422
H: 4.2699 5.5152 -0.2748
H: 0.0020 0.1888 -1.3656
H: -5.0013 -0.5396 0.7730
H: -0.4562 -1.0674 -5.4464
H: -1.7366 -1.5194 3.0964
H: 4.8700 -0.0497 2.5106

Taken from the Mulliken analysis, the atomic charges in e are: -0.47 -0.48 -0.55 -0.51 -0.56 -0.44 -0.51 -0.53 -0.60 -0.54 -0.49 -0.52 -0.52 -0.52 -0.50 -0.58 0.85 0.78 0.93 0.92 0.96 0.86 0.91 0.98 -0.75 -0.38 -0.81 -0.46 -0.34 -0.59 -0.60 -0.74 0.02 0.36 0.30 0.35 -0.04 0.33 0.31 0.29 0.30 0.16 -0.02 0.33 0.29 0.40 0.25 0.24 0.34 0.35 0.28 0.13 0.34 0.26 -0.06 0.29



Entry 5:
Below is 2 unconnected molecules or ions with the total composition C2H6N3O in a non-equilibrium geometry, with properties calculated with the ωB97M-V functional and the def2-TZVPD basis.

## Properties
* HOMO: -15.9 eV
* gap between HOMO and LUMO: 0.438 hartree
* energy relative to the best compared isomer or geometry (same formula, charge and spin): 67.9 kcal/mol
* E_tot: -8680.27177 eV
* charge: +1

Geometry (Å):
O: 1.7764 -1.0777 0.3261
N: -1.0004 0.5307 0.4997
N: 3.0972 0.3899 1.5439
N: -0.7851 -0.8991 0.4841
C: -0.8560 1.0958 -0.6145
C: 2.3959 -0.1969 0.8136
H: -1.1539 2.1019 -0.7039
H: -0.7161 -1.3650 -0.4166
H: 0.2427 -0.9673 0.7738
H: -1.4381 -1.2304 1.1673
H: 3.3055 1.3492 1.5838
H: -0.6962 0.5952 -1.6153

Taken from the Mulliken analysis, the atomic charges in e are: -0.57 -0.39 -0.27 -0.04 -0.19 0.52 0.31 0.38 0.33 0.37 0.31 0.24



Entry 6:
Below is a single C3H5N3 molecule in a non-equilibrium geometry, with properties calculated with the ωB97M-V functional and the def2-TZVPD basis.

## Properties
* HOMO: -8.0 eV
* structure (SMILES): Nc1ccn[nH]1
* gap between HOMO and LUMO: 0.328 hartree
* energy relative to the best compared isomer or geometry (same formula, charge and spin): 38.1 kcal/mol
* E_tot: -7660.80466 eV
* charge: 0

Geometry (Å):
N: 0.0400 -1.1246 0.4037
N: 1.5982 0.0814 -0.9934
N: -1.0340 -0.8946 1.1913
C: 0.3572 0.0983 -0.3804
C: -1.3831 0.3413 0.9867
C: -0.6360 1.0091 -0.0602
H: 0.0268 -2.1382 0.1928
H: 2.1267 0.7865 -1.4926
H: -2.0564 0.7622 1.7257
H: 1.9556 -0.8503 -1.0596
H: -0.9918 1.9414 -0.5153

Taken from the Mulliken analysis, the atomic charges in e are: 0.07 -0.40 -0.71 0.31 -0.15 -0.50 0.28 0.18 0.40 0.20 0.33



Entry 7:
Below is a single C3H8N2 molecule in a non-equilibrium geometry, with properties calculated with the ωB97M-V functional and the def2-TZVPD basis.

## Properties
* HOMO: -7.2 eV
* structure (SMILES): C/C(N)=C/N
* gap between HOMO and LUMO: 0.304 hartree
* energy relative to the best compared isomer or geometry (same formula, charge and spin): 43.1 kcal/mol
* E_tot: -6219.97970 eV
* charge: 0

Geometry (Å):
N: 0.8488 0.8494 0.8980
N: -1.5411 0.9501 -1.0467
C: 0.3265 -0.2318 0.1905
C: 0.9162 -1.5708 0.5480
C: -0.5628 -0.0549 -0.8052
H: -2.4558 0.6375 -0.7491
H: 1.3860 0.6945 1.7249
H: 0.2510 -2.3620 0.2066
H: 1.0155 -1.5545 1.6379
H: -1.3264 1.7999 -0.5284
H: -0.9748 -0.9365 -1.3063
H: 1.8819 -1.8024 0.0823
H: 0.9064 1.7792 0.5304

Taken from the Mulliken analysis, the atomic charges in e are: -0.47 -0.56 0.76 -1.17 -0.54 0.23 0.15 0.30 0.37 0.22 0.29 0.25 0.16



Entry 8:
Below is 8 unconnected molecules or ions with the total composition C32H56N8 in a non-equilibrium geometry, with properties calculated with the ωB97M-V functional and the def2-TZVPD basis.

## Properties
* HOMO: -11.4 eV
* structure (SMILES): CCCC#N.CCCC#N.CCCC#N.CCCC#N.CCCC#N.CCCC#N.CCCC#N.CCCC#N
* gap between HOMO and LUMO: 0.436 hartree
* energy relative to the best compared isomer or geometry (same formula, charge and spin): 80.4 kcal/mol
* E_tot: -46008.43851 eV
* charge: 0

Geometry (Å):
N: -8.3667 8.7508 -4.6721
N: -3.0769 -7.2794 6.1883
N: 4.0447 3.9085 7.7031
N: -9.7743 4.9681 3.0615
N: 8.5496 -8.0560 -4.2774
N: 1.1140 -2.7899 2.5345
N: 4.5016 3.7178 -3.8147
N: 1.4259 -6.2261 -6.0332
C: -6.9440 6.4721 -2.6421
C: -6.2992 6.5399 4.5134
C: 8.5794 -7.7177 -3.1972
C: 3.3943 1.3434 7.8696
C: 2.6228 -4.5747 -7.6971
C: -5.7350 -5.8261 3.9767
C: 0.6611 -2.6429 1.4622
C: -7.5181 4.3196 4.3122
C: -3.8830 -7.6025 5.4440
C: 4.5356 4.7601 -4.3954
C: -8.0302 6.3469 -3.6994
C: 4.5110 6.0750 -5.1584
C: 7.4510 -5.0556 -2.4258
C: -5.5198 6.1998 -3.2140
C: 8.6928 -7.2528 -1.7673
C: 3.4406 -5.3163 -8.7437
C: -6.8996 5.3338 5.2445
C: 1.9743 -5.5168 -6.7518
C: 5.3116 7.8599 -3.3485
C: -5.2550 -7.1391 3.3846
C: -4.9645 -8.0558 4.5378
C: 3.7852 2.7556 7.7519
C: 8.7335 -5.6767 -1.7792
C: 2.8838 0.9523 9.2921
C: -8.7842 4.7255 3.5951
C: -0.2919 -0.9573 -0.0623
C: 2.8505 -6.3042 -9.6748
C: -8.2314 7.6648 -4.2836
C: -1.5364 -0.5599 0.7829
C: 0.0709 -2.4141 0.1227
C: 3.8264 1.4818 10.3998
C: 5.6375 7.0799 -4.6457
H: 7.9026 -7.6799 -1.1498
H: 7.4403 -4.0598 -1.9827
H: 4.2682 -5.7413 -8.1758
H: -4.2834 -6.9484 2.9289
H: -5.6101 5.4633 -4.0124
H: -4.7171 5.9666 -2.5143
H: -0.7628 -3.1161 0.1321
H: -7.1216 5.7274 -1.8662
H: -5.8308 -8.3762 5.1167
H: 2.7174 -0.1079 9.4831
H: -7.0712 7.0731 3.9586
H: -4.9266 -5.2254 4.3936
H: 6.5328 6.4891 -4.4514
H: -6.0312 -7.5274 2.7252
H: -6.1614 -5.2448 3.1591
H: 3.9866 -4.5302 -9.2653
H: 3.3433 -3.8840 -7.2589
H: 5.4025 7.2337 -2.4610
H: 3.5265 6.5146 -4.9985
H: -6.8943 7.4553 -2.1742
H: 2.7426 -7.3565 -9.4122
H: 3.5305 1.1738 11.4027
H: 2.6616 1.0466 7.1192
H: -6.0769 4.8731 5.7911
H: -6.8187 3.9413 3.5667
H: 1.9130 1.4073 9.4886
H: -7.7950 3.4488 4.9064
H: 6.0903 8.6131 -3.2283
H: 9.6104 -7.6581 -1.3408
H: 1.8572 -5.9735 -9.9782
H: 0.5670 -0.3374 0.1950
H: 4.5380 5.7893 -6.2099
H: -5.2635 7.1099 -3.7563
H: -0.5564 -0.8628 -1.1155
H: 4.8593 1.1585 10.2711
H: -5.9393 7.1921 5.3091
H: -7.5816 5.7651 -4.5046
H: -6.4844 -5.8644 4.7672
H: 8.9920 -5.3196 -0.7823
H: -4.3922 -8.9363 4.2458
H: 1.7650 -4.0279 -8.0886
H: -1.9652 -1.3911 1.3427
H: 7.5062 -4.9932 -3.5127
H: -5.3579 6.2876 4.0253
H: 0.8526 -2.6940 -0.5836
H: -7.6432 5.7229 5.9401
H: 5.8498 7.8696 -5.3665
H: 4.2861 8.2293 -3.3398
H: 6.5352 -5.5853 -2.1634
H: -2.2352 -0.2092 0.0235
H: -8.9733 5.9323 -3.3433
H: 4.2210 0.6459 7.7346
H: 9.6055 -5.3025 -2.3156
H: 3.4734 -6.3214 -10.5691
H: -1.3833 0.2927 1.4446
H: 3.8115 2.5604 10.5569

Taken from the Mulliken analysis, the atomic charges in e are: -0.42 -0.42 -0.43 -0.41 -0.39 -0.43 -0.44 -0.41 -0.42 -1.13 0.23 -0.42 -0.44 -1.18 0.25 -0.40 0.18 0.23 -0.31 -0.42 -1.02 -1.13 -0.45 -0.39 -0.46 0.25 -1.09 -0.28 -0.44 0.32 -0.54 -0.44 0.21 -0.35 -1.12 0.20 -1.00 -0.54 -1.21 -0.41 0.28 0.32 0.31 0.25 0.33 0.33 0.30 0.28 0.34 0.33 0.36 0.35 0.29 0.29 0.33 0.32 0.28 0.31 0.27 0.35 0.33 0.36 0.30 0.31 0.29 0.27 0.28 0.32 0.28 0.29 0.34 0.30 0.30 0.27 0.31 0.31 0.19 0.33 0.37 0.25 0.26 0.32 0.33 0.33 0.29 0.32 0.32 0.33 0.30 0.30 0.32 0.25 0.30 0.32 0.27 0.36